[1]
ORCA calculation (wB97M-V/def2-TZVPD) on 5 unconnected molecules or ions with the total composition C12H23BN4O20S4 at a distorted geometry.

Structure (XYZ):
```
64
Properties=species:S:1:pos:R:3:forces:R:3:lowdin_charge:R:1
O -1.2086 -3.2961 1.7543 3.6 1.9 2.0 -0.17
C -0.1191 -3.1711 0.7901 -0.7 -0.3 -0.1 -0.21
C -0.4841 -1.9478 -0.1839 0.8 0.9 -0.1 -0.09
C 0.5210 -0.6748 -0.0105 -1.6 -2.5 -0.6 -0.23
N 0.8237 -0.3604 1.3086 0.0 0.1 -3.1 0.10
N 1.5938 0.6887 1.4502 0.6 1.0 -2.8 0.13
C 1.9624 1.2890 0.2540 1.4 1.0 0.5 -0.28
O 2.7810 2.4871 0.4116 -4.3 -0.7 -1.2 0.12
B 1.8290 3.5625 0.1183 0.8 1.0 -0.4 -0.60
O 2.3919 4.8376 -0.3091 -1.2 -2.4 -0.1 0.07
O 0.4068 3.3501 0.2057 2.1 0.6 0.7 0.11
N 1.6958 0.9530 -1.0656 0.5 0.5 3.1 0.12
N 0.9250 -0.0969 -1.2070 -0.4 -0.6 3.0 0.10
H -0.8991 -3.7545 2.5673 0.0 0.5 -0.9 0.09
H 0.8936 -3.0442 1.3073 -1.4 -0.1 -0.8 0.12
H -0.1257 -4.1421 0.1526 0.3 1.5 1.0 0.12
H -0.4671 -2.3420 -1.2672 0.2 1.0 1.6 0.12
H -1.5371 -1.5076 -0.0054 1.7 -1.0 0.0 0.11
H 2.2064 4.8360 -1.2897 0.2 0.2 1.2 0.07
H -0.0480 4.0901 0.6632 0.5 -0.5 -0.7 0.12
O -3.6203 -2.4038 -0.3005 0.3 -1.0 0.1 -0.23
S -3.3073 -3.8035 -0.3242 0.0 -0.7 0.5 0.67
O -2.5091 -4.4391 0.6790 -3.2 -0.9 -2.8 -0.23
O -2.6887 -4.1589 -1.7839 -0.5 0.5 0.4 -0.20
C -3.4894 -5.1610 -2.4119 -0.1 -0.6 0.0 -0.17
C -4.8915 -4.9665 -1.8521 -0.1 0.3 -0.5 -0.18
O -4.6993 -4.6310 -0.4788 0.6 0.1 0.0 -0.19
H -3.0869 -6.1402 -2.1377 -0.1 0.0 0.0 0.13
H -3.4593 -5.0477 -3.4964 0.1 0.2 0.2 0.14
H -5.5055 -5.8624 -1.9468 0.1 0.1 0.3 0.14
H -5.3971 -4.1264 -2.3379 0.0 -0.1 -0.1 0.13
O 2.2977 2.9651 -4.9622 -0.6 0.5 1.0 -0.21
S 1.2691 3.4612 -4.0989 -0.2 -0.6 -0.6 0.68
O 1.5468 4.0955 -2.8436 0.0 -0.2 -1.0 -0.23
O 0.1973 2.2710 -3.8506 0.7 0.7 -0.4 -0.19
C -1.0966 2.6947 -4.2803 -0.6 0.4 0.1 -0.17
C -0.8415 3.7040 -5.3895 -0.2 -0.5 -0.4 -0.17
O 0.3054 4.4396 -4.9631 0.4 -0.3 0.9 -0.18
H -1.6021 3.1616 -3.4302 0.0 0.0 -0.1 0.14
H -1.6816 1.8414 -4.6253 0.3 0.0 0.1 0.14
H -1.6893 4.3706 -5.5487 0.3 0.1 0.1 0.14
H -0.5917 3.2033 -6.3296 -0.1 0.0 0.1 0.13
O 4.7767 10.4533 2.1018 -1.0 -0.4 0.1 -0.23
S 3.5868 9.6943 1.8515 0.1 -0.2 -0.1 0.65
O 2.3074 10.0581 2.3824 1.0 0.0 -0.4 -0.23
O 3.8849 8.1454 2.2314 0.2 1.0 -0.3 -0.19
C 3.6681 7.3214 1.0836 -0.5 -0.4 -0.4 -0.18
C 3.9563 8.2139 -0.1131 0.6 -0.4 0.0 -0.17
O 3.4378 9.4949 0.2468 -0.3 0.0 0.9 -0.19
H 2.6252 6.9953 1.0901 0.1 0.0 -0.1 0.12
H 4.3204 6.4482 1.1132 0.0 0.2 0.2 0.14
H 3.4849 7.8500 -1.0261 -0.1 0.2 0.1 0.13
H 5.0329 8.3192 -0.2772 -0.1 -0.1 0.0 0.13
O 1.3465 -7.4762 3.4114 -1.1 0.0 -0.4 -0.23
S -0.0806 -7.5463 3.3026 0.1 -0.1 0.0 0.65
O -0.7538 -7.8398 2.0738 0.7 0.1 0.9 -0.22
O -0.7031 -6.1798 3.9211 0.5 -0.6 -0.1 -0.20
C -1.5880 -6.5002 4.9950 -0.6 -0.2 0.2 -0.17
C -1.0629 -7.8060 5.5731 0.3 0.4 0.5 -0.17
O -0.6287 -8.5633 4.4435 -0.1 0.5 -0.7 -0.19
H -2.5928 -6.6268 4.5823 0.0 0.0 0.1 0.14
H -1.5980 -5.6970 5.7329 0.2 0.0 -0.2 0.14
H -1.8251 -8.3501 6.1312 0.1 -0.1 -0.3 0.14
H -0.1956 -7.6322 6.2170 -0.1 0.0 0.0 0.13
```
Positions in Å, forces in eV/Å.

Output
electronic energy	-3812.3410	Eh
net charge	0
E_HOMO	-9.23	eV
structure (SMILES)	OCCc1nnc(OB(O)O)nn1.O=S1(=O)OCCO1.O=S1(=O)OCCO1.O=S1(=O)OCCO1.O=S1(=O)OCCO1
LUMO energy	-0.720	eV


[2]
ORCA calculation (wB97M-V/def2-TZVPD) on a gas-phase ion, C9H9N2O (charge +1) at a distorted geometry.

Structure (XYZ):
```
21
Properties=species:S:1:pos:R:3:forces:R:3:lowdin_charge:R:1
C 3.8017 0.3526 -0.1139 -2.1 0.3 4.8 0.03
N 2.5986 -0.5315 0.0126 -1.2 0.3 0.3 0.08
C 1.3022 -0.2854 0.0266 -0.7 -1.8 0.3 -0.14
N 0.5984 0.8052 0.1923 1.4 -0.1 -0.3 0.19
C -0.8129 0.5690 0.1659 -0.4 -1.3 -0.5 -0.18
C -1.7864 1.4666 -0.0567 0.4 2.8 0.0 -0.01
C -3.1000 0.9914 -0.1103 -1.3 2.2 0.1 -0.04
C -3.4545 -0.3341 0.0346 2.1 0.6 -0.7 -0.03
C -2.4462 -1.2924 0.0321 1.1 2.4 0.6 0.05
C -1.1558 -0.7997 0.1226 2.9 0.0 -0.2 -0.07
C 0.1890 -1.5016 -0.0051 0.1 0.6 0.6 -0.18
O 0.5372 -2.6363 -0.0528 -0.1 0.1 -0.2 0.18
H 4.6557 -0.2170 0.1330 0.8 -0.8 -0.1 0.08
H 3.7686 1.1640 0.7269 -0.1 -1.1 -1.9 0.14
H 3.7673 0.6555 -1.0743 0.5 1.7 -3.0 0.06
H 2.7398 -1.5201 0.0945 0.4 -0.7 -0.3 0.15
H 1.1538 1.6180 0.3959 -0.9 1.0 0.0 0.18
H -1.4503 2.5541 -0.1922 -1.1 -1.6 0.2 0.16
H -3.9226 1.7703 -0.2618 1.2 -1.3 0.2 0.15
H -4.4564 -0.5130 -0.0730 -2.3 -1.0 0.0 0.09
H -2.5273 -2.3156 0.0030 -0.8 -2.2 -0.1 0.11
```
Positions in Å, forces in eV/Å.

Output
electronic energy	-532.8361	Eh
net charge	+1
energy relative to the best compared isomer or geometry (same formula, charge and spin)	0.000	eV
E_HOMO	-13.28	eV
structure (SMILES)	C/[NH+]=C1\Nc2ccccc2C1=O
LUMO energy	-4.821	eV


[3]
ORCA calculation (wB97M-V/def2-TZVPD) on C6H10N4 in the gas phase at a distorted geometry.

Structure (XYZ):
```
20
Properties=species:S:1:pos:R:3:forces:R:3:lowdin_charge:R:1
C -3.4764 1.0677 -0.0416 0.8 -2.8 -0.1 -0.19
C -2.1722 -0.6504 0.2580 1.9 1.0 0.5 -0.42
C -0.7880 -1.2447 0.3835 0.2 0.7 -0.3 -0.03
C 0.1309 0.0751 0.1026 0.5 -1.2 -2.0 -0.65
C 1.5579 -0.1008 0.6848 -1.6 -1.4 -3.8 -0.01
C 0.2857 0.3401 -1.4467 0.5 -0.7 -1.0 -0.06
N -4.1646 -0.0463 -0.1669 -1.1 0.4 0.4 0.01
N -3.3509 -1.1145 0.1039 -1.2 -0.9 -0.7 0.05
N -2.2122 0.7059 0.1945 4.2 0.8 1.1 0.10
N -0.3534 1.2730 0.6381 -4.8 -0.1 1.9 0.21
H -3.7202 1.9924 -0.3850 -1.1 2.5 -0.4 0.08
H -0.6295 -1.6993 1.4288 0.1 0.5 -1.7 0.14
H -0.6058 -1.9698 -0.4931 -0.2 0.8 1.7 0.14
H 1.6077 -1.1730 0.4310 1.2 0.4 1.0 0.10
H 1.4836 0.2292 1.6391 0.6 0.2 3.3 0.04
H 2.2229 0.4914 0.0793 0.5 0.1 0.1 0.08
H -0.6553 0.2051 -2.0293 0.5 -0.2 0.6 0.08
H 1.0931 -0.3549 -1.8904 -1.3 0.9 0.7 0.10
H 0.5949 1.3934 -1.7081 -0.1 -1.0 0.8 0.09
H -0.5361 1.1873 1.7081 0.3 0.0 -2.1 0.14
```
Positions in Å, forces in eV/Å.

Output
electronic energy	-453.4859	Eh
net charge	0
energy relative to the best compared isomer or geometry (same formula, charge and spin)	4.492	eV
E_HOMO	-9.47	eV
LUMO energy	-1.146	eV